Computed, not measured: a molecular structure, C10H24BrF6N2O10S2V at a distorted geometry, with ωB97M-V/def2-TZVPD.

Structure (ORCA input):
```
! wB97M-V def2-TZVPD RIJCOSX def2/J DEFGRID3
* xyz 0 1
O 5.980 17.251 17.846
V 6.768 16.817 16.523
O 6.797 15.242 16.338
C 2.278 15.888 22.683
C 1.937 15.429 21.263
C 2.969 15.775 20.232
O 2.671 14.960 19.133
C 3.753 14.890 18.213
N 1.668 13.938 21.207
H 1.399 13.601 20.277
H 2.530 13.433 21.450
H 0.977 13.665 21.908
H 1.681 15.436 23.475
H 2.074 16.958 22.637
H 3.329 15.729 22.928
H 0.940 15.835 21.084
H 3.990 15.662 20.615
H 2.816 16.832 19.982
H 4.002 15.860 17.780
H 3.460 14.368 17.305
H 4.650 14.509 18.701
C 6.190 14.554 10.637
C 4.839 15.110 11.003
C 4.116 14.327 12.079
O 4.845 14.375 13.249
C 4.291 13.570 14.289
N 4.977 16.520 11.460
H 5.761 16.736 12.121
H 5.284 17.168 10.726
H 4.182 16.961 11.970
H 6.894 14.580 11.468
H 6.731 14.955 9.781
H 6.000 13.497 10.420
H 4.135 15.185 10.172
H 3.965 13.287 11.754
H 3.095 14.729 12.183
H 4.215 12.521 13.988
H 3.384 14.021 14.702
H 5.076 13.647 15.041
C 3.329 19.426 15.635
F 2.488 20.032 14.786
F 4.431 20.142 15.677
F 2.730 19.360 16.826
S 3.577 17.681 15.016
O 3.501 17.844 13.578
O 4.896 17.294 15.492
O 2.503 16.908 15.576
C 7.502 19.507 13.060
F 6.216 19.571 13.478
F 7.480 19.652 11.736
F 8.201 20.468 13.616
S 8.230 17.863 13.509
O 7.605 16.940 12.574
O 9.646 17.975 13.367
O 7.867 17.647 14.916
Br 9.145 17.165 17.835
*
```

The value obtained for the HOMO energy is -7.2 eV. The frontier orbital gap is 5.79 eV. The energy relative to the best compared isomer or geometry (same formula, charge and spin) is 0.0 kJ/mol.

Computed, not measured: a molecular structure, C10H24ClI2LaN2P2 at a distorted geometry, with ωB97M-V/def2-TZVPD.

Structure (ORCA input):
```
! wB97M-V def2-TZVPD RIJCOSX def2/J DEFGRID3
* xyz 2 1
I 1.713 1.682 1.961
I -0.238 -1.947 1.665
La -0.500 -0.117 -2.146
P -2.827 -0.004 -0.169
C -3.899 0.064 1.295
C -3.703 1.357 -1.162
H -4.787 1.180 -1.328
H -4.767 -1.271 -1.262
H -3.194 1.495 -2.142
H -3.191 -1.552 -2.057
H -3.715 0.923 1.963
H -3.575 2.285 -0.579
C -3.676 -1.376 -1.078
H -4.948 0.106 0.873
H -3.527 -2.288 -0.488
H -3.789 -0.839 1.919
P 2.759 -0.049 -0.216
C 3.965 -0.016 1.214
C 3.709 -1.458 -1.096
H 3.105 1.336 -2.205
H 4.721 1.116 -1.392
H 3.472 2.249 -0.712
C 3.636 1.288 -1.229
H 3.207 -1.639 -2.066
H 4.788 -1.246 -1.240
H 4.985 -0.059 0.760
H 3.763 -0.808 1.944
H 3.561 -2.336 -0.445
H 3.920 0.935 1.801
Cl 0.007 -0.195 -4.542
C -1.501 2.010 3.642
C -0.587 0.850 3.838
N 0.078 0.228 2.837
C 1.040 -0.723 3.360
C 0.782 -0.723 4.698
N -0.199 0.261 5.006
H -2.519 1.663 3.953
H -1.103 2.868 4.260
H -1.556 2.258 2.555
H 1.892 -0.980 2.784
H 1.163 -1.345 5.459
H -0.507 0.640 5.919
*
```

The value obtained for the HOMO energy (spin up / spin down) is -13.2 / -13.6 eV. The frontier orbital gap (spin up / spin down) is 5.09 / 5.54 eV. The energy relative to the best compared isomer or geometry (same formula, charge and spin) is 711.0 kJ/mol.

Computed, not measured: a molecular structure, C10H24CuO14 at a distorted geometry, with ωB97M-V/def2-TZVPD.

Structure (ORCA input):
```
! wB97M-V def2-TZVPD RIJCOSX def2/J DEFGRID3
* xyz -3 1
Cu 0.397 -0.416 0.315
C 0.169 2.770 2.115
O 0.751 3.620 1.445
O -0.149 1.698 1.635
O 0.076 2.872 3.367
C 2.327 -1.484 1.997
O 2.554 -1.421 0.782
O 1.230 -1.104 2.495
O 3.290 -1.610 2.791
C 1.198 -2.071 -2.485
C 1.445 -3.317 -3.337
O 2.749 -3.868 -3.138
O 0.792 -2.369 -1.120
H 0.441 -1.435 -2.943
H 2.063 -1.419 -2.604
H 1.425 -2.856 -4.324
H 0.634 -4.046 -3.329
H 2.865 -4.790 -3.380
H 1.613 -2.546 -0.655
C 2.020 2.676 -1.307
C 3.370 2.414 -0.547
O 3.091 2.408 0.860
O 1.362 1.372 -1.377
H 2.311 2.867 -2.340
H 1.466 3.571 -1.027
H 4.068 3.228 -0.741
H 3.879 1.478 -0.774
H 2.178 2.693 0.949
H 0.824 1.378 -2.172
C -2.284 -3.181 1.478
C -2.231 -1.752 1.950
O -1.983 -0.674 1.073
O -2.187 -4.207 2.474
H -1.605 -3.166 0.625
H -3.223 -3.358 0.955
H -1.485 -1.868 2.735
H -3.131 -1.554 2.533
H -1.663 0.066 1.594
H -3.047 -4.629 2.540
C -2.812 2.184 -0.731
C -3.466 2.764 0.562
O -3.082 2.075 1.746
O -1.471 2.569 -0.801
H -3.247 2.632 -1.625
H -2.752 1.097 -0.671
H -4.503 2.670 0.239
H -3.103 3.791 0.563
H -2.125 2.114 1.672
H -1.040 2.133 -0.062
*
```

The value obtained for the HOMO energy is 3.7 eV. The frontier orbital gap is 2.28 eV. The energy relative to the best compared isomer or geometry (same formula, charge and spin) is 329.5 kJ/mol.

Computed, not measured: a molecular structure, C10H24GaInO2 at a distorted geometry, with ωB97M-V/def2-TZVPD.

Structure (ORCA input):
```
! wB97M-V def2-TZVPD RIJCOSX def2/J DEFGRID3
* xyz 2 1
C 3.128 -2.906 1.594
O 2.901 -2.357 0.269
C 2.428 -1.033 0.389
C 2.879 -0.259 -0.922
C 1.608 0.193 -1.757
C 1.259 1.730 -1.590
C -0.116 1.914 -0.839
C 0.014 2.218 0.710
Ga -1.238 0.928 1.795
C -3.029 0.796 0.740
C -3.528 -0.694 0.766
C -3.508 -1.249 -0.710
O -4.307 -2.403 -0.793
H 4.220 -2.998 1.747
H 2.634 -2.309 2.387
H 2.682 -3.922 1.640
H 1.314 -0.975 0.478
H 2.906 -0.493 1.240
H 3.508 -0.921 -1.549
H 3.419 0.669 -0.625
H 0.753 -0.462 -1.501
H 1.815 0.012 -2.835
H 2.115 2.317 -1.135
H 1.133 2.120 -2.633
H -0.676 0.963 -0.953
H -0.770 2.682 -1.313
H 1.054 2.191 1.095
H -0.432 3.225 0.906
H -1.630 1.419 3.271
H -0.419 -0.453 1.958
H -3.750 1.512 1.178
H -2.896 1.076 -0.336
H -4.577 -0.661 1.132
H -2.860 -1.308 1.420
H -3.927 -0.455 -1.379
H -2.456 -1.411 -1.050
H -4.233 -2.720 -1.700
In 2.580 4.026 -1.096
*
```

The value obtained for the HOMO energy is -14.9 eV. The frontier orbital gap is 3.10 eV.

Computed, not measured: a molecular structure, C10H24MnO6 at a distorted geometry, with ωB97M-V/def2-TZVPD.

Structure (ORCA input):
```
! wB97M-V def2-TZVPD RIJCOSX def2/J DEFGRID3
* xyz 1 7
Mn 0.209 0.125 -0.347
O 1.299 -0.512 -2.159
C 1.943 0.646 -2.595
C 1.343 2.093 -2.175
O 0.749 2.130 -0.880
H 2.121 0.560 -3.667
H 2.886 0.512 -2.065
H 0.556 2.248 -2.913
H 2.176 2.771 -2.357
C 2.834 0.534 1.159
O 1.656 -0.292 1.083
C 1.873 -1.687 0.981
C 0.541 -2.428 1.035
O -0.442 -1.849 0.176
C -1.754 -2.502 0.265
H 3.425 0.604 0.246
H 3.500 0.091 1.899
H 2.586 1.577 1.357
H 2.520 -2.014 1.796
H 2.496 -1.819 0.097
H 0.105 -2.549 2.026
H 0.757 -3.450 0.724
H -2.370 -2.344 1.150
H -1.590 -3.574 0.157
H -2.355 -2.114 -0.558
C -2.129 0.091 -2.373
O -1.738 0.195 -0.994
C -2.487 1.077 -0.173
C -2.037 0.886 1.299
O -0.637 0.837 1.430
C -0.232 1.244 2.748
H -1.357 -0.377 -2.984
H -2.391 1.050 -2.820
H -2.962 -0.613 -2.368
H -3.540 0.834 -0.318
H -2.403 2.116 -0.493
H -2.572 -0.002 1.637
H -2.487 1.749 1.791
H -0.172 2.330 2.685
H 0.810 0.941 2.850
H -0.730 0.887 3.649
*
```

The value obtained for the HOMO energy (spin up / spin down) is -11.4 / -11.6 eV. The frontier orbital gap (spin up / spin down) is 9.38 / 6.21 eV. The expectation value of S² is 12.011.

Computed, not measured: 2 unconnected molecules or ions with the total composition C10H24N2OP at a distorted geometry, with ωB97M-V/def2-TZVPD.

Structure (ORCA input):
```
! wB97M-V def2-TZVPD RIJCOSX def2/J DEFGRID3
* xyz 1 1
O 5.542 -2.894 -0.359
P 4.574 -1.822 -0.429
C 2.887 -2.481 -0.825
N 1.772 -1.895 -0.618
C 0.631 -2.696 -1.120
C 1.370 -3.443 -2.219
C 2.664 -3.793 -1.471
H 4.809 -0.927 -1.488
H 4.433 -1.032 0.726
H 1.700 -0.976 -0.192
H 0.144 -3.296 -0.368
H -0.060 -2.017 -1.597
H 0.836 -4.268 -2.662
H 1.560 -2.712 -2.992
H 2.465 -4.489 -0.663
H 3.485 -4.130 -2.081
C -3.018 4.096 0.833
C -2.940 2.603 0.554
N -1.631 2.179 0.083
C -1.623 0.841 -0.460
C -1.929 -0.335 0.480
C -0.510 2.529 0.937
C -0.519 2.029 2.388
H -2.704 4.670 -0.038
H -4.046 4.371 1.068
H -2.401 4.390 1.683
H -3.667 2.365 -0.226
H -3.259 2.056 1.455
H -0.647 0.672 -0.938
H -2.348 0.814 -1.280
H -1.097 -0.543 1.156
H -2.101 -1.240 -0.112
H -2.823 -0.168 1.077
H -0.431 3.618 0.954
H 0.409 2.194 0.444
H -1.484 2.183 2.869
H 0.223 2.578 2.969
H -0.265 0.971 2.465
*
```

The value obtained for the HOMO energy is -10.7 eV. The frontier orbital gap is 5.47 eV.